# 1
# C2H24BF4O10

C2H24BF4O10 as an isolated structure (ωB97M-V/def2-TZVPD, OMol25).

Structure (XYZ):
```
41
C2H24BF4O10, DFT ωB97M-V/def2-TZVPD
B -0.288 -0.155 0.473
F 0.408 -1.110 1.179
F 0.681 0.451 -0.279
F -1.187 -0.743 -0.331
F -1.014 0.724 1.242
C -3.473 0.463 -0.114
O -2.864 0.308 1.134
H -4.033 1.398 -0.096
H -2.670 0.562 -0.845
H -4.131 -0.390 -0.281
H -1.966 0.640 1.065
C 2.735 -0.142 -1.880
O 3.305 -1.065 -2.743
H 3.297 0.254 -1.034
H 2.613 0.770 -2.464
H 1.768 -0.501 -1.528
H 4.089 -0.665 -3.126
O -0.309 -0.568 2.950
H 0.482 -0.211 3.353
H -0.046 -0.785 2.055
O 0.535 -2.141 -0.939
H 0.459 -1.911 -1.865
H 0.170 -1.387 -0.475
O 1.640 2.701 0.178
H 2.496 3.080 0.378
H 1.827 1.788 -0.040
O 1.759 0.617 1.618
H 1.025 0.434 1.032
H 1.622 1.522 1.899
O 2.345 -1.623 0.016
H 3.240 -1.378 0.251
H 1.931 -0.800 -0.244
O -2.224 2.368 0.444
H -2.098 2.963 1.184
H -1.356 1.996 0.285
O -1.224 -1.369 -2.425
H -1.852 -1.118 -3.102
H -1.652 -1.135 -1.602
O -1.959 -1.303 1.945
H -2.070 -2.026 1.328
H -2.011 -0.515 1.404
```

The gap between HOMO and LUMO is 6.8703 eV. Its spin multiplicity is 1. Its charge is -1. The maximum force is 15.5 eV/Å.


# 2
# C2H24O11

A 10-piece molecular cluster, C2H24O11 overall (ωB97M-V/def2-TZVPD, OMol25).

Structure (XYZ):
```
37
C2H24O11, DFT ωB97M-V/def2-TZVPD
O 1.127 0.840 1.334
C 1.338 0.777 2.737
C 0.432 -0.343 3.223
O -0.871 -0.144 2.687
H 0.571 1.613 1.185
H 2.322 0.447 2.902
H 1.109 1.795 3.116
H 0.309 -0.343 4.292
H 0.779 -1.304 2.997
H -1.252 -0.852 3.214
O -0.990 2.429 -2.915
H -0.517 1.979 -2.240
H -0.318 2.594 -3.609
O 0.093 0.243 -1.302
H -0.432 -0.020 -2.050
H -0.246 -0.326 -0.585
O 1.581 -2.177 -1.308
H 2.084 -1.850 -0.527
H 0.686 -1.830 -1.436
O -1.240 -1.631 0.180
H -0.484 -1.876 0.718
H -1.439 -2.368 -0.369
O 3.067 -0.879 0.478
H 2.261 -0.399 0.577
H 3.295 -0.983 1.377
O 2.611 2.075 -0.808
H 1.819 1.616 -0.482
H 2.863 1.833 -1.700
O -2.906 0.640 -1.935
H -2.589 0.535 -1.066
H -2.263 1.278 -2.255
O -0.966 -1.368 -3.169
H -1.540 -0.736 -3.682
H -1.559 -2.114 -3.073
O -2.896 0.542 0.871
H -2.255 -0.113 1.080
H -3.583 0.421 1.540
```

The gap between HOMO and LUMO is 10.1521 eV. Its structure (SMILES) is OCCO.O.O.O.O.O.O.O.O.O. Its spin multiplicity is 1. The maximum force is 2.6 eV/Å.


# 3
# C2H24O9S2

A 10-piece molecular cluster, C2H24O9S2 overall (ωB97M-V/def2-TZVPD, OMol25).

Structure (XYZ):
```
37
C2H24O9S2, DFT ωB97M-V/def2-TZVPD
C 2.163 2.565 0.915
S 3.171 2.405 2.416
S 3.942 0.575 2.324
C 2.677 -0.638 2.781
H 2.403 2.007 0.021
H 1.157 2.111 1.236
H 2.090 3.626 0.629
H 3.249 -1.268 3.502
H 1.834 -0.096 3.181
H 2.348 -1.475 2.158
O -0.546 -0.602 1.860
H -0.895 -1.306 2.428
H -0.153 -0.084 2.579
O -2.946 -1.721 0.220
H -2.708 -2.124 -0.629
H -2.310 -0.991 0.284
O -1.889 -1.644 -2.609
H -1.784 -0.878 -3.180
H -0.964 -1.949 -2.557
O -0.062 3.010 -0.047
H -0.927 3.384 0.230
H -0.101 3.256 -0.980
O -2.264 1.562 1.452
H -3.146 1.261 1.670
H -1.645 0.881 1.107
O 0.546 -2.733 0.530
H -0.327 -2.974 0.877
H 0.698 -2.020 1.168
O 0.326 -0.067 -3.463
H 0.273 0.890 -3.396
H 0.475 -0.353 -2.553
O 0.283 -3.319 -2.629
H 0.218 -4.276 -2.595
H 0.778 -3.047 -1.841
O -1.693 2.098 -2.659
H -2.563 1.648 -2.716
H -1.705 2.283 -1.714
```

The gap between HOMO and LUMO is 8.5433 eV. Its structure (SMILES) is CSSC.O.O.O.O.O.O.O.O.O. Its spin multiplicity is 1. The maximum force is 2.8 eV/Å.


# 4
# C2H25NO10

A 10-piece molecular cluster, C2H25NO10 overall (ωB97M-V/def2-TZVPD, OMol25).

Structure (XYZ):
```
38
C2H25NO10, DFT ωB97M-V/def2-TZVPD
N -1.319 2.219 0.242
C -1.803 0.832 0.391
C -0.621 -0.018 0.844
O -0.897 -1.405 0.557
H -2.093 2.859 0.128
H -0.725 2.281 -0.577
H -2.247 0.440 -0.522
H -2.551 0.799 1.191
H -0.504 0.085 1.924
H 0.308 0.238 0.315
H -0.366 -1.971 1.144
O 1.605 -2.110 -0.798
H 1.716 -2.066 0.180
H 0.640 -2.043 -0.881
O 1.390 -2.010 1.941
H 1.621 -1.090 2.238
H 1.802 -2.631 2.562
O 1.215 1.992 -2.213
H 1.685 2.634 -1.672
H 1.810 1.202 -2.260
O 2.723 -0.257 -2.364
H 2.312 -0.953 -1.793
H 3.682 -0.288 -2.259
O -0.494 0.056 -3.291
H 0.354 -0.261 -3.619
H -0.253 0.855 -2.781
O -3.658 -1.780 0.762
H -2.681 -1.712 0.790
H -3.877 -1.862 -0.156
O 0.499 2.585 2.409
H 0.022 2.913 3.175
H -0.147 2.546 1.657
O -2.170 -1.726 -1.966
H -1.573 -1.782 -1.194
H -1.688 -1.107 -2.562
O 2.086 0.489 2.664
H 2.716 0.802 3.320
H 1.481 1.246 2.475
```

The gap between HOMO and LUMO is 10.3278 eV. Its structure (SMILES) is NCCO.O.O.O.O.O.O.O.O.O. Its spin multiplicity is 1. The maximum force is 1.2 eV/Å.


# 5
# C2H25O11

A 11-piece molecular cluster, C2H25O11 overall (ωB97M-V/def2-TZVPD, OMol25).

Structure (XYZ):
```
38
C2H25O11, DFT ωB97M-V/def2-TZVPD
O 1.749 2.067 -0.373
H 1.324 1.220 -0.480
H 1.183 2.832 0.050
H 1.967 2.101 -1.467
C 0.100 -0.406 -0.094
O -0.294 0.519 -1.105
H 0.988 -0.907 -0.354
H -0.791 -0.972 -0.274
H 0.302 0.228 0.782
C 1.404 2.060 3.333
O 2.328 2.159 4.476
H 1.813 1.386 2.741
H 1.450 3.213 3.062
H 0.498 1.996 3.898
O 1.104 0.167 -3.426
H 0.614 0.012 -2.675
H 1.191 -0.857 -3.625
O -1.708 1.910 -3.207
H -2.622 2.517 -3.156
H -1.524 1.447 -2.411
O -1.646 -1.453 -2.351
H -2.289 -0.754 -2.826
H -1.102 -0.937 -1.908
O 0.068 -0.995 3.167
H -0.400 -1.786 2.648
H -0.089 -0.088 2.612
O 3.475 -2.149 -1.449
H 3.667 -2.349 -0.519
H 4.271 -2.048 -1.959
O -3.207 -1.960 -0.142
H -2.561 -2.014 -0.884
H -2.477 -2.086 0.493
O -1.557 2.181 0.860
H -1.186 1.487 0.232
H -1.828 1.652 1.594
O -1.421 -2.774 1.692
H -1.832 -3.501 2.129
H -0.965 -3.119 0.914
```

The gap between HOMO and LUMO is 3.6043 eV. Its spin multiplicity is 1. Its charge is -1. The maximum force is 9.3 eV/Å.


# 6
# C2H25O13

A 12-piece molecular cluster, C2H25O13 overall (ωB97M-V/def2-TZVPD, OMol25).

Structure (XYZ):
```
40
C2H25O13, DFT ωB97M-V/def2-TZVPD
C 0.327 0.947 0.740
C -0.342 0.256 -0.483
O 0.017 0.676 -1.592
O -1.247 -0.564 -0.245
H -0.345 1.700 1.170
H 1.270 1.337 0.367
H 0.460 0.161 1.493
O -0.503 3.389 -2.191
H -1.397 3.284 -2.514
H -0.140 2.472 -2.059
O 2.829 -1.799 0.725
H 2.882 -0.839 0.810
H 2.635 -1.950 -0.205
O 1.535 -2.664 3.260
H 1.941 -2.498 2.386
H 1.493 -3.618 3.371
O -2.422 -0.511 2.513
H -1.665 -0.938 2.936
H -2.165 -0.518 1.560
O 2.434 -0.508 -2.702
H 1.651 -0.314 -2.124
H 2.187 -0.005 -3.485
O 1.485 4.577 2.387
H 1.062 4.573 1.513
H 1.744 3.644 2.566
O -3.837 0.568 -0.832
H -2.982 0.078 -0.709
H -4.443 -0.077 -1.213
O 2.098 1.910 3.464
H 1.762 1.095 3.070
H 3.006 1.732 3.716
O -0.338 -2.725 -1.729
H 0.392 -2.503 -2.322
H -0.911 -1.933 -1.693
O -0.570 0.386 -4.353
H -0.492 0.412 -3.382
H -1.494 0.187 -4.519
O -2.884 -3.396 -0.047
H -3.069 -2.771 0.653
H -1.964 -3.254 -0.302
```

The gap between HOMO and LUMO is 9.6566 eV. Its spin multiplicity is 1. Its charge is -1. The maximum force is 2.4 eV/Å.